Molecular formula: C3H3F2NO
Method: DFT, wB97M-V/def2-TZVPD

The geometry in ORCA input format:
```
! wB97M-V def2-TZVPD RIJCOSX def2/J DEFGRID3
* xyz 0 1
N 2.448 0.859 0.097
H 0.020 -1.593 -1.532
F 0.356 -1.596 0.636
H -0.551 1.472 0.045
F -2.083 0.243 0.086
C -0.849 0.601 0.485
O -0.035 -0.624 -1.391
C 1.483 0.267 0.130
H -0.997 0.745 1.500
C 0.208 -0.372 -0.055
*
```

Output
- Maximum force: 0.0605 hartree/bohr
- Frontier orbital gap: 12.821 eV
- Molar mass: 107.1 u
- Relative energy (zero: lowest compared OMol25 entry of this formula, charge and spin): 20.91 kcal per mole
- E_LUMO: 0.6 eV

Molecular formula: H2NO3PS
Method: DFT, wB97M-V/def2-TZVPD

The geometry in ORCA input format:
```
! wB97M-V def2-TZVPD RIJCOSX def2/J DEFGRID3
* xyz -2 1
H -0.935 1.437 -1.288
O 1.625 -1.172 -0.518
S -1.970 -0.829 -0.128
N -0.680 -0.143 -0.888
O 1.396 1.374 -0.206
O 0.303 -0.042 1.543
P 0.828 0.001 -0.061
H -0.567 -0.625 1.545
*
```

Output
- Maximum force: 0.0872 hartree/bohr
- Frontier orbital gap (spin up / spin down): 4.856 / 4.856 eV
- Molar mass: 127.1 u
- Relative energy (zero: lowest compared OMol25 entry of this formula, charge and spin): 56.93 kcal per mole
- E_LUMO (spin up / spin down): 6.3 / 6.3 eV

Molecular formula: CH13O5S
Method: DFT, wB97M-V/def2-TZVPD

The geometry in ORCA input format:
```
! wB97M-V def2-TZVPD RIJCOSX def2/J DEFGRID3
* xyz -1 1
H -0.832 1.851 -0.487
H -1.674 2.607 0.848
S -1.415 0.254 1.291
O -3.410 -1.437 -0.921
O -0.328 -1.395 -1.191
H -2.615 1.628 -0.380
H -3.188 -0.920 -0.126
H 1.745 0.816 -0.580
H -2.530 -1.475 -1.329
H 0.047 -2.165 -0.736
H 2.954 -0.721 1.029
O 3.352 -1.359 0.415
C -1.657 1.731 0.197
H 3.081 -0.997 -0.443
O 1.675 0.713 1.584
H 0.713 0.451 1.623
H 1.761 1.031 2.492
H -0.567 -0.941 -0.321
O 1.862 0.422 -1.461
H 1.029 -0.094 -1.501
*
```

Output
- Maximum force: 0.0263 hartree/bohr
- Frontier orbital gap: 7.672 eV
- Molar mass: 137.2 u
- Relative energy (zero: lowest compared OMol25 entry of this formula, charge and spin): 0.00 kcal per mole
- E_LUMO: 3.4 eV

Molecular formula: C54H151N13O15
Method: DFT, wB97M-V/def2-TZVPD

The geometry in ORCA input format:
```
! wB97M-V def2-TZVPD RIJCOSX def2/J DEFGRID3
* xyz 0 1
N -14.835 -20.535 -9.942
H -13.162 -15.072 -7.810
H -19.287 -24.896 -19.405
H -15.011 -27.431 -12.759
H -14.964 -18.476 -10.087
H -15.416 -28.411 -10.722
N -9.954 -26.058 -15.221
C -12.170 -16.453 -12.873
H -7.414 -21.818 -9.928
H -19.437 -27.397 -16.659
H -11.180 -16.846 -12.641
C -9.506 -15.175 -16.224
H -17.729 -29.764 -11.877
C -9.922 -20.375 -9.437
H -6.808 -22.462 -12.507
O -15.527 -23.220 -13.189
H -13.846 -23.320 -13.428
H -15.598 -27.318 -7.918
C -9.368 -26.531 -7.896
C -14.711 -20.167 -17.781
H -18.585 -20.973 -10.529
O -13.071 -16.606 -11.731
C -10.526 -27.191 -14.493
H -16.866 -24.951 -16.712
H -9.741 -27.575 -13.841
H -14.220 -18.423 -13.247
H -14.164 -23.949 -17.501
H -18.498 -25.266 -8.343
O -8.977 -23.914 -13.158
C -8.590 -25.435 -7.149
H -19.012 -23.501 -12.123
C -11.678 -26.641 -13.589
H -10.454 -18.975 -12.371
O -10.302 -26.057 -8.758
H -17.282 -23.740 -10.285
C -8.380 -20.041 -9.320
H -12.566 -22.149 -9.102
H -10.174 -28.646 -16.060
H -17.073 -29.998 -10.412
C -16.278 -18.291 -12.931
C -7.468 -20.788 -10.281
H -12.935 -18.080 -5.994
H -16.817 -18.203 -8.351
C -12.351 -22.969 -17.045
H -16.255 -18.286 -11.841
H -20.266 -26.429 -11.873
H -15.531 -20.221 -18.496
H -11.924 -15.430 -13.155
H -14.196 -13.770 -8.239
H -16.412 -21.069 -11.193
H -8.652 -19.725 -7.476
O -18.501 -27.526 -11.658
H -18.853 -25.600 -11.107
H -15.155 -26.658 -16.493
H -7.834 -20.806 -11.308
H -15.597 -28.109 -15.725
H -6.941 -15.150 -15.350
H -12.979 -22.179 -11.737
H -17.075 -19.942 -8.358
H -12.303 -23.556 -9.995
H -8.304 -18.968 -9.494
C -13.840 -15.152 -9.890
C -13.398 -24.088 -16.737
N -11.336 -23.198 -16.007
H -18.267 -23.938 -18.434
H -20.276 -22.490 -11.353
O -17.321 -16.095 -12.400
H -8.303 -24.087 -8.884
C -16.269 -28.550 -11.387
C -8.391 -22.838 -13.900
H -12.926 -29.947 -15.896
O -12.912 -23.154 -13.576
N -15.031 -15.949 -9.493
N -17.078 -21.539 -11.789
C -10.994 -28.341 -15.410
C -19.398 -26.537 -11.222
H -9.306 -19.744 -14.277
N -16.851 -29.854 -11.387
N -6.239 -23.793 -14.021
H -14.781 -23.239 -9.459
C -17.809 -22.903 -9.827
H -9.725 -25.362 -14.526
H -15.822 -25.164 -12.629
C -13.358 -14.359 -8.611
C -7.694 -24.621 -8.155
C -12.671 -16.015 -10.474
H -13.863 -23.915 -15.767
H -8.719 -27.249 -8.397
H -7.030 -26.660 -6.685
C -16.613 -19.120 -8.904
H -10.170 -21.369 -9.065
H -12.567 -16.873 -13.797
H -9.098 -19.609 -16.067
H -15.403 -28.992 -13.355
H -15.029 -19.989 -13.218
H -12.050 -20.807 -17.135
H -12.390 -26.072 -14.187
H -13.217 -21.254 -16.015
H -8.048 -17.427 -15.906
H -12.501 -13.711 -8.794
H -8.544 -23.196 -14.918
C -6.933 -22.598 -13.581
H -16.581 -27.799 -13.388
H -18.219 -25.178 -15.636
H -9.957 -18.131 -10.961
C -14.103 -23.558 -8.668
H -16.143 -24.892 -14.332
H -5.378 -21.212 -13.902
H -16.326 -14.138 -12.449
H -19.859 -24.247 -17.820
C -8.858 -15.720 -14.921
H -17.859 -26.492 -18.401
C -12.040 -30.422 -15.475
H -11.789 -27.926 -16.029
H -6.458 -20.379 -10.275
O -15.626 -25.271 -7.784
C -18.505 -26.003 -17.671
H -15.359 -16.510 -10.265
C -12.687 -23.229 -9.029
H -7.175 -15.410 -13.833
C -16.364 -16.791 -13.207
N -19.725 -26.725 -17.357
H -12.015 -23.625 -8.268
C -15.797 -28.185 -12.737
H -12.547 -16.871 -9.810
C -15.986 -27.360 -16.414
H -11.712 -15.498 -10.518
H -12.241 -31.322 -14.894
C -9.730 -19.375 -15.211
H -8.121 -21.285 -7.702
H -9.689 -15.559 -14.233
O -9.849 -17.962 -15.244
C -12.851 -21.534 -17.003
N -14.570 -22.756 -7.560
H -6.688 -24.584 -13.583
H -10.719 -19.824 -15.303
H -18.096 -14.293 -12.097
H -10.252 -23.035 -11.595
H -10.589 -27.603 -10.197
H -15.411 -16.298 -13.014
N -17.473 -19.017 -13.354
C -17.364 -27.604 -10.809
H -13.105 -21.132 -13.149
N -7.982 -20.315 -7.948
C -15.093 -19.225 -9.305
H -13.121 -19.393 -8.284
H -10.081 -14.280 -15.984
H -9.002 -21.948 -13.751
H -16.927 -26.607 -10.763
H -14.225 -19.228 -18.045
H -9.518 -24.548 -11.154
H -15.124 -18.861 -14.695
H -15.023 -26.715 -6.459
H -17.253 -18.913 -9.762
H -15.855 -22.700 -12.451
C -18.798 -24.262 -8.046
C -16.166 -24.421 -13.349
H -14.463 -19.834 -7.356
H -18.162 -23.893 -7.241
H -18.326 -18.533 -13.112
N -7.611 -14.954 -14.621
H -12.168 -27.466 -13.071
H -9.079 -26.397 -15.594
C -11.149 -26.919 -9.558
C -9.392 -23.675 -11.795
H -14.072 -14.416 -10.660
O -10.348 -20.268 -10.785
H -10.027 -27.042 -7.194
H -6.897 -24.036 -7.696
H -8.572 -23.258 -11.211
C -19.034 -24.709 -18.361
C -17.639 -25.663 -16.422
O -14.269 -17.803 -7.523
H -11.852 -26.277 -10.089
C -15.087 -18.975 -13.612
H -14.749 -18.477 -5.743
C -19.304 -22.488 -11.846
H -15.058 -20.111 -16.749
O -13.829 -21.333 -18.020
H -14.716 -16.658 -8.846
H -6.210 -21.762 -15.443
H -16.767 -26.646 -6.786
H -10.556 -19.700 -8.861
O -17.061 -26.729 -15.728
H -8.861 -14.823 -17.029
O -11.395 -29.475 -14.691
H -13.509 -25.353 -7.674
H -17.212 -24.239 -13.101
H -10.258 -15.855 -16.624
H -19.361 -21.934 -12.784
H -11.849 -23.113 -15.141
H -14.085 -16.878 -5.659
H -13.855 -20.565 -10.185
H -16.511 -16.635 -14.275
C -6.312 -21.484 -14.393
H -8.316 -26.881 -5.887
N -7.731 -26.119 -6.199
H -5.325 -23.772 -13.591
H -17.462 -20.849 -12.420
H -17.467 -14.471 -13.707
O -19.003 -23.345 -9.108
H -11.777 -27.444 -8.839
H -11.256 -25.901 -12.909
H -19.775 -24.432 -7.591
H -7.231 -25.371 -8.796
H -13.070 -25.126 -16.793
H -11.350 -30.696 -16.273
C -10.610 -18.938 -11.293
H -17.610 -27.970 -9.812
H -8.042 -17.680 -14.185
H -15.431 -23.204 -7.281
H -14.081 -25.750 -9.167
C -18.183 -21.894 -10.949
H -10.972 -24.136 -15.913
H -14.944 -21.177 -9.169
C -12.655 -22.050 -12.770
H -19.696 -26.952 -10.259
H -11.900 -23.182 -18.014
C -14.146 -19.084 -8.080
C -17.247 -14.681 -12.660
H -11.581 -21.862 -12.766
H -11.656 -18.650 -11.189
C -13.981 -17.834 -6.173
H -17.146 -22.336 -9.174
C -15.777 -26.502 -7.217
H -6.880 -20.556 -14.330
H -13.946 -22.868 -6.774
H -20.320 -26.107 -16.824
H -16.309 -27.845 -17.335
C -14.313 -25.065 -8.351
H -17.530 -19.093 -14.360
H -9.261 -24.726 -6.665
C -8.627 -17.251 -14.999
*
```

Output
- Maximum force: 0.0838 hartree/bohr
- Frontier orbital gap: 8.181 eV
- Molar mass: 1222.9 u
- Relative energy (zero: lowest compared OMol25 entry of this formula, charge and spin): 16.44 kcal per mole
- E_LUMO: 0.3 eV